1.
{
  "formula": "C29H72Li4N6O13",
  "method": "the ωB97M-V functional and the def2-TZVPD basis",
  "symbols": ["Li", "Li", "Li", "Li", "O", "C", "C", "O", "H", "H", "H", "H", "O", "C", "C", "O", "H", "H", "H", "H", "C", "O", "N", "N", "H", "H", "H", "H", "C", "O", "C", "C", "N", "C", "C", "O", "C", "H", "H", "H", "H", "H", "H", "H", "H", "H", "H", "H", "H", "H", "H", "H", "C", "O", "C", "C", "N", "C", "C", "O", "C", "H", "H", "H", "H", "H", "H", "H", "H", "H", "H", "H", "H", "H", "H", "H", "C", "O", "C", "C", "N", "C", "C", "O", "C", "H", "H", "H", "H", "H", "H", "H", "H", "H", "H", "H", "H", "H", "H", "H", "C", "O", "C", "C", "N", "C", "C", "O", "C", "H", "H", "H", "H", "H", "H", "H", "H", "H", "H", "H", "H", "H", "H", "H"],
  "xyz": [[1.307, 1.772, -1.190], [-2.027, 3.088, -1.784], [-1.207, 2.958, 0.893], [-4.527, 1.830, -0.647], [-2.517, 1.540, -0.006], [-1.635, 0.437, -0.182], [-0.308, 0.354, 0.672], [0.394, 1.611, 0.683], [-1.373, 0.374, -1.238], [-2.133, -0.524, -0.057], [0.404, -0.421, 0.389], [-0.562, 0.011, 1.675], [-2.718, 2.945, -3.758], [-1.703, 2.056, -4.253], [-0.207, 2.395, -3.904], [0.135, 2.782, -2.611], [-1.836, 1.850, -5.315], [-1.902, 1.072, -3.830], [0.030, 3.281, -4.494], [0.453, 1.693, -4.413], [2.444, 1.909, 3.899], [2.929, 2.524, 4.816], [1.209, 1.833, 3.613], [3.128, 1.165, 3.089], [0.651, 2.431, 4.206], [0.978, 1.515, 2.683], [4.134, 1.251, 3.080], [2.543, 0.884, 2.315], [2.939, -4.557, -1.174], [1.736, -4.618, -0.414], [1.077, -3.352, -0.267], [0.203, -3.399, 0.981], [0.901, -3.818, 2.211], [1.629, -2.654, 2.836], [2.541, -3.112, 3.990], [3.790, -3.694, 3.365], [4.882, -3.697, 4.315], [3.327, -5.519, -1.508], [3.714, -4.086, -0.570], [2.789, -4.019, -2.110], [0.482, -3.201, -1.168], [1.837, -2.596, -0.068], [-0.477, -4.223, 0.764], [-0.443, -2.537, 1.147], [1.606, -4.503, 1.979], [0.818, -2.047, 3.238], [2.236, -2.013, 2.196], [2.103, -3.926, 4.568], [2.610, -2.322, 4.738], [5.200, -2.679, 4.538], [5.717, -4.310, 3.975], [4.532, -4.241, 5.192], [0.933, 4.394, 6.122], [-0.017, 3.679, 5.417], [-0.967, 2.911, 6.260], [-1.781, 1.946, 5.231], [-2.819, 2.748, 4.496], [-3.556, 1.819, 3.663], [-4.467, 2.555, 2.673], [-5.554, 3.155, 3.440], [-6.517, 3.860, 2.687], [1.550, 3.849, 6.836], [0.572, 5.174, 6.793], [1.609, 4.792, 5.365], [-1.702, 3.519, 6.788], [-0.323, 2.304, 6.895], [-2.546, 1.326, 5.699], [-1.183, 1.383, 4.514], [-2.397, 3.445, 3.900], [-4.149, 1.144, 4.281], [-2.857, 1.203, 3.097], [-4.882, 1.940, 1.874], [-3.833, 3.215, 2.081], [-6.871, 3.274, 1.840], [-6.043, 4.748, 2.270], [-7.410, 4.117, 3.256], [7.083, 2.924, -2.481], [5.835, 2.688, -1.852], [5.690, 2.708, -0.417], [4.132, 2.863, -0.142], [3.415, 2.009, -1.060], [3.615, 0.576, -0.769], [3.000, -0.395, -1.784], [1.644, -0.071, -2.042], [1.097, -1.036, -2.918], [6.927, 2.919, -3.559], [7.783, 2.100, -2.345], [7.546, 3.860, -2.167], [6.166, 3.622, -0.061], [6.165, 1.869, 0.092], [3.935, 3.935, -0.133], [3.976, 2.406, 0.835], [3.900, 2.154, -1.935], [3.213, 0.286, 0.201], [4.651, 0.250, -0.672], [3.117, -1.455, -1.558], [3.423, -0.245, -2.777], [1.451, -2.063, -2.828], [1.259, -0.814, -3.973], [0.032, -1.267, -2.883], [-3.883, -5.197, -1.656], [-3.561, -4.187, -2.573], [-3.385, -2.874, -1.970], [-2.847, -1.881, -3.026], [-3.910, -1.946, -4.084], [-3.886, -1.035, -5.254], [-2.801, -1.317, -6.296], [-3.054, -2.577, -7.063], [-4.147, -2.525, -7.987], [-4.185, -6.108, -2.173], [-4.760, -4.914, -1.074], [-3.062, -5.366, -0.960], [-2.679, -2.880, -1.139], [-4.326, -2.504, -1.563], [-1.910, -2.211, -3.474], [-2.805, -0.848, -2.680], [-4.118, -2.913, -4.286], [-3.795, -0.028, -4.847], [-4.818, -1.026, -5.819], [-1.833, -1.313, -5.796], [-2.663, -0.449, -6.940], [-5.100, -2.634, -7.469], [-4.107, -3.436, -8.584], [-4.039, -1.646, -8.622]],
  "e_lumo_ev": [-4.29, -5.28],
  "homo_energy_ev": [-10.56, -10.56],
  "s_squared": 0.760,
  "multiplicity": 2,
  "total_charge": 1,
  "gap_ev": [6.273, 5.277]
}

---

2.
{
  "formula": "C29H73BCuN3O16V",
  "method": "the ωB97M-V functional and the def2-TZVPD basis",
  "symbols": ["O", "V", "Cu", "C", "O", "O", "O", "C", "O", "O", "O", "B", "H", "H", "H", "H", "C", "O", "C", "C", "N", "C", "C", "O", "C", "H", "H", "H", "H", "H", "H", "H", "H", "H", "H", "H", "H", "H", "H", "H", "C", "O", "C", "C", "N", "C", "C", "O", "C", "H", "H", "H", "H", "H", "H", "H", "H", "H", "H", "H", "H", "H", "H", "H", "C", "O", "C", "C", "N", "C", "C", "O", "C", "H", "H", "H", "H", "H", "H", "H", "H", "H", "H", "H", "H", "H", "H", "H", "C", "C", "C", "O", "H", "H", "H", "H", "H", "H", "H", "H", "C", "C", "C", "O", "H", "H", "H", "H", "H", "H", "H", "H", "C", "C", "C", "O", "H", "H", "H", "H", "H", "H", "H", "H"],
  "xyz": [[15.220, 3.963, 15.969], [15.337, 2.497, 15.305], [10.434, -0.475, 10.549], [17.838, 1.570, 11.318], [17.319, 2.544, 11.825], [19.071, 1.425, 11.248], [17.448, 0.622, 11.984], [18.317, -0.315, 17.667], [19.010, -1.279, 17.377], [17.086, -0.354, 17.582], [18.637, 0.604, 16.925], [11.723, 1.242, 14.187], [12.164, 2.070, 13.653], [11.876, 1.397, 15.243], [10.682, 1.096, 13.942], [12.286, 0.352, 13.954], [10.507, 2.690, 8.599], [9.395, 1.833, 8.674], [8.591, 1.783, 7.500], [7.576, 0.623, 7.654], [8.108, -0.698, 7.830], [7.003, -1.642, 8.155], [6.447, -1.413, 9.598], [7.480, -1.493, 10.543], [7.203, -1.525, 11.929], [11.258, 2.329, 7.896], [10.999, 2.738, 9.570], [10.279, 3.716, 8.310], [9.182, 1.567, 6.610], [8.133, 2.759, 7.340], [6.918, 0.596, 6.786], [7.027, 0.858, 8.566], [8.485, -0.969, 6.934], [7.472, -2.626, 8.132], [6.193, -1.660, 7.426], [5.634, -2.135, 9.682], [5.889, -0.485, 9.723], [6.699, -0.581, 12.137], [8.126, -1.573, 12.506], [6.603, -2.353, 12.307], [10.744, -2.702, 20.743], [11.715, -3.586, 21.263], [12.889, -3.004, 21.823], [13.774, -4.132, 22.402], [14.025, -5.016, 21.261], [14.531, -6.320, 21.727], [15.841, -6.101, 22.557], [16.933, -5.517, 21.815], [18.170, -5.561, 22.482], [10.966, -2.113, 19.853], [10.288, -2.121, 21.545], [9.937, -3.360, 20.419], [12.552, -2.296, 22.580], [13.425, -2.460, 21.046], [13.259, -4.573, 23.256], [14.696, -3.696, 22.785], [13.148, -5.083, 20.764], [14.810, -6.919, 20.860], [13.690, -6.809, 22.218], [16.183, -7.012, 23.048], [15.603, -5.455, 23.401], [18.672, -6.528, 22.439], [18.055, -5.253, 23.521], [18.857, -4.851, 22.022], [21.408, -11.328, 19.825], [21.242, -10.489, 18.734], [19.929, -10.184, 18.188], [20.120, -9.273, 17.026], [18.965, -8.438, 16.660], [17.871, -9.330, 16.180], [16.815, -8.597, 15.388], [16.323, -7.616, 16.338], [15.646, -6.529, 15.730], [20.640, -11.180, 20.584], [22.387, -11.098, 20.245], [21.327, -12.387, 19.580], [19.224, -9.721, 18.879], [19.451, -11.106, 17.857], [20.551, -9.871, 16.223], [20.932, -8.620, 17.348], [19.351, -7.866, 15.923], [17.349, -9.723, 17.052], [18.296, -10.136, 15.581], [16.037, -9.279, 15.046], [17.186, -8.111, 14.486], [14.728, -6.903, 15.275], [16.329, -6.150, 14.970], [15.416, -5.714, 16.416], [15.888, -4.431, 7.637], [15.217, -3.032, 7.546], [14.245, -2.971, 6.371], [14.497, -2.850, 8.683], [16.562, -4.537, 6.787], [15.132, -5.215, 7.593], [16.401, -4.591, 8.585], [15.964, -2.244, 7.448], [14.674, -3.299, 5.424], [13.696, -2.038, 6.241], [13.441, -3.680, 6.573], [15.089, -2.538, 9.371], [11.347, 7.295, 20.877], [10.406, 6.372, 21.635], [10.754, 4.867, 21.491], [10.382, 6.683, 23.011], [11.551, 6.981, 19.853], [12.247, 7.294, 21.493], [10.989, 8.324, 20.883], [9.394, 6.532, 21.265], [11.571, 4.598, 22.160], [10.888, 4.460, 20.489], [9.926, 4.263, 21.862], [10.253, 7.629, 23.110], [5.951, 4.698, 15.621], [5.144, 4.380, 14.355], [4.043, 5.410, 14.171], [5.973, 4.400, 13.172], [5.360, 4.655, 16.536], [6.341, 5.715, 15.607], [6.823, 4.063, 15.776], [4.629, 3.423, 14.444], [3.361, 5.105, 13.377], [4.431, 6.426, 14.103], [3.387, 5.293, 15.034], [6.872, 4.176, 13.422]],
  "e_lumo_ev": [2.13, 2.16],
  "de_lowest_kj_mol": 1859.31,
  "homo_energy_ev": [-0.39, -0.38],
  "s_squared": 0.751,
  "multiplicity": 2,
  "total_charge": -2,
  "gap_ev": [2.524, 2.535]
}

---

3.
{
  "formula": "C29H73N11O6P3",
  "method": "the ωB97M-V functional and the def2-TZVPD basis",
  "symbols": ["C", "C", "O", "C", "C", "O", "C", "C", "O", "C", "N", "C", "C", "C", "C", "N", "H", "H", "H", "H", "H", "H", "H", "H", "H", "H", "H", "H", "H", "H", "H", "H", "H", "H", "H", "O", "P", "N", "C", "C", "N", "C", "C", "N", "C", "C", "H", "H", "H", "H", "H", "H", "H", "H", "H", "H", "H", "H", "H", "H", "H", "H", "H", "H", "O", "P", "N", "C", "C", "N", "C", "C", "N", "C", "C", "H", "H", "H", "H", "H", "H", "H", "H", "H", "H", "H", "H", "H", "H", "H", "H", "H", "H", "O", "P", "N", "C", "C", "N", "C", "C", "N", "C", "C", "H", "H", "H", "H", "H", "H", "H", "H", "H", "H", "H", "H", "H", "H", "H", "H", "H", "H"],
  "xyz": [[-4.208, -2.057, -4.589], [-5.509, -1.287, -4.546], [-5.362, -0.123, -3.750], [-6.405, 0.794, -3.981], [-6.028, 2.167, -3.464], [-5.142, 2.897, -4.299], [-5.743, 3.260, -5.525], [-5.022, 2.594, -6.691], [-3.611, 2.650, -6.504], [-3.034, 1.560, -5.887], [-2.178, 2.040, -4.772], [-1.519, 3.165, -4.958], [-0.692, 3.619, -3.952], [-0.594, 2.886, -2.804], [-1.368, 1.722, -2.729], [-2.146, 1.289, -3.696], [-4.298, -2.913, -5.251], [-3.457, -1.411, -5.040], [-3.896, -2.374, -3.599], [-5.772, -1.031, -5.580], [-6.315, -1.922, -4.168], [-7.304, 0.472, -3.442], [-6.686, 0.823, -5.038], [-5.564, 2.041, -2.488], [-6.937, 2.750, -3.292], [-6.790, 2.957, -5.532], [-5.675, 4.338, -5.662], [-5.262, 3.164, -7.585], [-5.391, 1.584, -6.868], [-3.750, 0.862, -5.464], [-2.436, 0.988, -6.599], [-1.621, 3.723, -5.871], [-0.124, 4.528, -4.060], [0.042, 3.197, -1.984], [-1.316, 1.130, -1.828], [-4.351, -3.800, -1.227], [-5.203, -3.821, 0.011], [-4.444, -2.579, 0.915], [-4.098, -2.550, 2.316], [-4.718, -1.247, 0.407], [-4.797, -5.440, 0.551], [-3.669, -5.678, 1.438], [-4.742, -6.392, -0.560], [-6.711, -3.814, 0.923], [-6.875, -4.582, 2.139], [-7.881, -4.025, 0.050], [-4.945, -2.276, 2.965], [-3.311, -1.812, 2.479], [-3.681, -3.490, 2.665], [-5.696, -0.872, 0.747], [-4.716, -1.243, -0.687], [-3.946, -0.544, 0.728], [-2.747, -5.185, 1.101], [-3.476, -6.749, 1.515], [-3.892, -5.364, 2.459], [-3.792, -6.342, -1.104], [-5.542, -6.207, -1.278], [-4.872, -7.407, -0.181], [-6.900, -5.662, 1.967], [-7.822, -4.285, 2.595], [-6.104, -4.363, 2.875], [-7.941, -5.059, -0.315], [-7.826, -3.365, -0.821], [-8.806, -3.787, 0.575], [0.625, 3.452, 0.322], [1.377, 2.966, 1.540], [0.145, 3.099, 2.716], [0.214, 3.619, 4.062], [-0.876, 2.077, 2.596], [2.560, 4.260, 1.610], [2.303, 5.478, 2.365], [3.065, 4.618, 0.286], [2.403, 1.873, 2.458], [3.371, 2.350, 3.424], [3.041, 0.857, 1.596], [0.598, 2.886, 4.788], [-0.787, 3.909, 4.389], [0.809, 4.524, 4.132], [-0.558, 1.130, 3.059], [-1.105, 1.881, 1.545], [-1.807, 2.400, 3.066], [1.321, 5.920, 2.146], [3.070, 6.221, 2.145], [2.387, 5.305, 3.439], [2.381, 5.285, -0.254], [3.218, 3.730, -0.330], [4.030, 5.118, 0.382], [4.219, 2.868, 2.966], [3.753, 1.481, 3.964], [2.923, 3.003, 4.172], [3.829, 1.292, 0.968], [2.297, 0.399, 0.935], [3.478, 0.057, 2.193], [6.100, -0.445, 2.727], [7.602, -0.492, 2.744], [7.941, 0.469, 1.366], [8.901, 0.251, 0.310], [7.700, 1.886, 1.581], [7.788, -2.215, 2.470], [7.879, -2.759, 1.123], [6.822, -3.002, 3.238], [9.205, -0.358, 3.463], [10.286, -1.247, 3.095], [9.140, -0.247, 4.933], [9.919, 0.574, 0.579], [8.602, 0.819, -0.574], [8.938, -0.784, -0.016], [8.540, 2.369, 2.103], [6.798, 2.036, 2.178], [7.539, 2.399, 0.631], [7.091, -2.386, 0.455], [7.814, -3.847, 1.156], [8.854, -2.555, 0.677], [5.838, -3.038, 2.757], [6.684, -2.588, 4.238], [7.189, -4.023, 3.355], [10.137, -2.274, 3.443], [11.203, -0.862, 3.548], [10.463, -1.264, 2.022], [8.852, -1.197, 5.405], [8.404, 0.508, 5.222], [10.100, 0.067, 5.342]],
  "e_lumo_ev": -3.79,
  "homo_energy_ev": -9.66,
  "multiplicity": 1,
  "total_charge": 1,
  "gap_ev": 5.869
}

---

It is found that the calculated total energy values, taken in the order of the records, are -67606.675 -139466.159 -87787.551 eV.